Entry a
# C3H7N

C3H7N as an isolated structure (the ωB97M-V functional and the def2-TZVPD basis, OMol25).

The highest occupied orbital energy is -8.693 eV. As for the LUMO energy: 1.2 eV.

The geometry in XYZ format:
```
11
Properties=species:S:1:pos:R:3:nbo_charge:R:1
C 0.55926 0.75081 -0.49258 -0.434
C -0.82788 -0.01607 -0.59137 -0.207
C 0.66986 -0.13062 0.75890 -0.217
H 0.65675 1.85243 -0.43001 0.222
H 1.22805 0.31766 -1.31816 0.209
H -1.09155 -0.23291 -1.66041 0.177
H -1.70183 0.52782 -0.17822 0.168
H -1.09463 -1.69097 0.73750 0.375
H 0.29475 0.35567 1.71761 0.172
H 1.65551 -0.60646 1.25399 0.189
N -0.34829 -1.12737 0.20275 -0.654
```

***

Entry b
# C3H7N

A 2-piece molecular cluster, C3H7N overall (the ωB97M-V functional and the def2-TZVPD basis, OMol25).

The highest occupied orbital energy is -8.384 eV. As for the LUMO energy: 0.4 eV. The SMILES is C=C.C=N.

The geometry in XYZ format:
```
11
Properties=species:S:1:pos:R:3:nbo_charge:R:1
C 1.74969 0.17202 -1.37419 -0.395
C 2.44558 1.31694 -1.53085 -0.390
H 2.08292 -0.82762 -1.61555 0.183
H 0.64776 0.06985 -1.34192 0.205
H 3.01579 1.51880 -2.44432 0.191
H 2.65323 2.01707 -0.69727 0.206
C -2.64324 -1.14513 1.58008 -0.040
N -1.96360 -0.67767 2.52571 -0.589
H -2.63283 -2.21316 1.38116 0.157
H -3.29790 -0.56584 0.89191 0.140
H -2.05739 0.33475 2.62524 0.333
```

***

Which of them is the least stable? Correct choice: entry b.

***

Entry a
# C24H50AgF9N2O10

C24H50AgF9N2O10 as an isolated structure (the ωB97M-V functional and the def2-TZVPD basis, OMol25).

The highest occupied orbital energy is -7.564 eV. As for the LUMO energy: 0.3 eV.

The geometry in XYZ format:
```
96
Properties=species:S:1:pos:R:3:lowdin_charge:R:1
Ag 6.33760 5.50317 -14.44497 0.789
C 7.24292 7.42025 -16.73859 -0.398
O 8.05727 6.57310 -15.88325 -0.186
O 5.94830 6.88084 -16.73587 -0.256
C 7.44632 8.95439 -16.46448 -0.634
F 7.56080 9.27259 -15.19443 0.150
F 8.54148 9.46358 -16.96593 0.172
F 6.38745 9.64208 -16.86561 0.150
C 9.47831 6.65143 -16.07774 -0.255
C 10.09753 5.42873 -15.38563 -0.053
H 9.70100 4.51823 -15.83492 0.070
H 11.18500 5.44766 -15.45735 0.076
H 9.83485 5.40009 -14.32814 0.067
H 9.79066 7.61261 -15.66947 0.109
H 9.75579 6.68584 -17.13127 0.116
H 7.58170 7.34726 -17.77203 0.133
C 4.98635 6.67356 -11.84211 -0.433
O 6.37540 6.63846 -11.98752 -0.154
O 4.45010 6.56447 -13.16809 -0.283
C 4.49811 5.80796 -10.60828 -0.509
F 4.70415 4.44333 -10.59596 0.100
F 5.00401 6.29978 -9.44573 0.104
F 3.19661 5.90544 -10.37341 0.129
C 7.16061 7.88202 -12.15081 -0.203
C 8.62539 7.67245 -12.59478 -0.059
H 9.04932 8.66418 -12.75247 0.081
H 9.14840 7.11605 -11.81698 0.081
H 8.61881 7.18825 -13.57131 0.031
H 7.06654 8.46323 -11.23351 0.117
H 6.74304 8.41313 -13.00617 0.087
H 4.78333 7.66604 -11.43978 0.129
C 7.09018 2.01226 -14.80195 -0.417
O 6.49497 1.01465 -15.64770 -0.086
O 6.66254 3.27297 -15.18954 -0.268
C 6.71615 1.54805 -13.37785 -0.619
F 7.32655 0.35643 -13.17526 0.114
F 7.15270 2.34497 -12.42717 0.167
F 5.43556 1.33231 -13.15984 0.166
C 7.21549 0.59466 -16.76244 -0.283
C 6.45618 -0.45535 -17.56556 -0.080
H 5.40055 -0.21322 -17.68857 0.062
H 6.83180 -0.69306 -18.56080 0.070
H 6.45712 -1.38856 -17.00234 0.075
H 8.15593 0.09939 -16.52085 0.126
H 7.33724 1.38586 -17.50223 0.091
H 8.17610 1.96420 -14.72085 0.146
C 1.81954 6.09001 -18.10964 -0.099
O 1.41784 6.90942 -17.01762 -0.183
C 1.66246 8.29200 -17.31459 -0.197
C 3.07216 8.75629 -16.96647 -0.070
N 3.51368 8.08738 -15.60842 0.141
H 2.92347 7.32831 -15.29927 0.126
H 4.38846 7.61037 -15.77374 0.079
C 3.65573 9.14928 -14.45624 -0.039
C 2.84240 10.48407 -14.54810 -0.228
O 3.39908 11.38620 -15.45328 -0.207
C 2.82029 12.70156 -15.32099 -0.071
H 1.38774 6.43702 -19.04838 0.090
H 1.43719 5.08916 -17.90913 0.087
H 2.90252 6.00343 -18.19779 0.083
H 1.00122 8.86438 -16.66403 0.118
H 1.37295 8.53535 -18.33687 0.126
H 3.02035 9.84319 -17.03025 0.112
H 3.79229 8.61867 -17.77306 0.121
H 4.73636 9.27863 -14.39625 0.118
H 3.30847 8.73612 -13.50924 0.109
H 2.84743 10.90031 -13.54071 0.127
H 1.80987 10.25285 -14.80985 0.119
H 3.21960 13.09622 -14.38670 0.087
H 1.73319 12.69410 -15.24194 0.087
H 3.14111 13.34920 -16.13692 0.091
C 5.48350 1.79814 -21.45284 -0.022
O 5.57855 3.11398 -20.78790 -0.226
C 6.72900 3.32793 -20.03347 -0.242
C 6.59542 4.27393 -18.81300 -0.018
N 5.46472 3.80412 -17.79508 0.108
H 5.94200 3.34128 -17.03477 0.081
H 5.25985 4.69160 -17.35861 0.100
C 4.18787 3.01064 -18.23231 -0.048
C 3.21930 2.86038 -17.02541 -0.162
O 3.06313 4.16423 -16.41404 -0.258
C 2.32832 4.25324 -15.15436 -0.043
H 6.43619 1.80062 -21.98243 0.086
H 4.63643 1.76839 -22.13818 0.095
H 5.52089 1.07849 -20.63503 0.075
H 7.45074 3.80854 -20.69393 0.126
H 7.20524 2.41691 -19.67105 0.111
H 6.17716 5.24117 -19.09159 0.121
H 7.49794 4.31280 -18.20305 0.132
H 4.37163 2.01558 -18.63751 0.109
H 3.74942 3.58430 -19.04887 0.115
H 3.75696 2.31390 -16.25057 0.121
H 2.30372 2.32196 -17.27016 0.128
H 2.04417 5.27180 -14.89000 0.072
H 2.95470 3.85146 -14.35792 0.093
H 1.39515 3.69981 -15.25929 0.086
```

***

Entry b
# C24H50AgF9N2O10

C24H50AgF9N2O10 as an isolated structure (the ωB97M-V functional and the def2-TZVPD basis, OMol25).

The highest occupied orbital energy is -7.148 eV. As for the LUMO energy: 0.4 eV.

The geometry in XYZ format:
```
96
Properties=species:S:1:pos:R:3:lowdin_charge:R:1
Ag 6.26412 -4.87610 18.41420 0.838
C 7.55820 -1.60708 19.58651 -0.458
O 6.61192 -0.71777 19.04607 -0.092
O 7.56537 -2.74404 18.88415 -0.195
C 8.95345 -0.96740 19.68502 -0.541
F 9.74674 -1.79778 20.39843 0.128
F 9.54214 -0.77085 18.49653 0.144
F 8.95238 0.20247 20.34125 0.152
C 5.75166 -0.08111 19.97400 -0.271
C 5.19058 1.17237 19.35874 -0.066
H 5.94597 1.89242 19.06235 0.080
H 4.50512 0.84865 18.56856 0.069
H 4.50537 1.68235 20.04291 0.080
H 6.21185 0.09516 20.95270 0.124
H 4.96537 -0.81277 20.19999 0.118
H 7.26849 -1.84167 20.62511 0.133
C 8.23582 -5.10300 15.00598 -0.447
O 9.01039 -3.92240 14.66754 -0.141
O 7.81888 -4.98943 16.27516 -0.202
C 7.09408 -5.20858 13.97603 -0.576
F 6.73007 -4.03141 13.44105 0.147
F 7.54646 -5.97434 12.94937 0.116
F 6.03318 -5.81927 14.45338 0.170
C 9.90309 -4.09308 13.56695 -0.252
C 10.46431 -2.71538 13.26157 -0.080
H 10.90180 -2.25136 14.15622 0.074
H 11.25057 -2.62120 12.50821 0.077
H 9.69011 -2.00464 12.95391 0.068
H 9.49176 -4.47602 12.63105 0.120
H 10.75029 -4.68909 13.92245 0.115
H 8.90125 -5.97592 14.93502 0.149
C 4.13960 -6.19439 20.22642 -0.519
O 5.11368 -5.24403 20.78994 -0.161
O 3.98258 -5.99376 18.96055 -0.149
C 4.52615 -7.61292 20.74043 -0.580
F 3.40873 -8.21377 21.16088 0.129
F 4.99959 -8.40301 19.77089 0.124
F 5.40195 -7.64354 21.73817 0.141
C 4.68545 -4.62078 21.96201 -0.291
C 5.84807 -3.78301 22.48859 -0.062
H 6.79917 -4.31806 22.49544 0.062
H 6.04056 -2.93481 21.82069 0.048
H 5.59526 -3.37106 23.46740 0.078
H 4.39200 -5.34496 22.72794 0.120
H 3.86751 -3.89874 21.82700 0.118
H 3.16400 -5.98193 20.69757 0.141
C 7.92204 -7.64862 19.86517 -0.062
O 7.84242 -6.23707 19.75322 -0.249
C 8.66989 -5.48551 20.58796 -0.210
C 9.90873 -5.07015 19.82966 -0.093
N 9.42091 -4.53331 18.53944 0.028
H 8.92021 -5.27791 18.01855 0.138
H 8.69517 -3.78426 18.73092 0.071
C 10.45382 -3.89375 17.71734 -0.109
C 11.37326 -4.89861 17.08027 -0.191
O 11.99531 -5.72987 18.04392 -0.194
C 12.65061 -6.79525 17.44230 -0.123
H 7.16892 -8.06678 19.20952 0.088
H 7.78795 -7.98279 20.89628 0.092
H 8.91818 -7.99481 19.55488 0.092
H 8.92481 -5.96076 21.54075 0.142
H 8.08528 -4.60431 20.86669 0.102
H 10.58894 -5.89711 19.68962 0.121
H 10.30051 -4.24964 20.43051 0.133
H 10.97464 -3.12971 18.29064 0.134
H 9.92220 -3.43321 16.89057 0.110
H 12.17408 -4.48035 16.46275 0.136
H 10.74674 -5.50026 16.40476 0.119
H 12.00494 -7.49608 16.90655 0.095
H 13.18028 -7.36132 18.21042 0.092
H 13.45976 -6.48467 16.76685 0.092
C 5.61335 1.68797 15.11833 -0.108
O 6.10503 0.39905 14.92759 -0.217
C 7.31984 0.17937 15.64746 -0.179
C 7.76966 -1.24259 15.52629 -0.089
N 6.75902 -2.17585 16.06311 0.068
H 7.07614 -3.17508 15.94046 0.124
H 6.73306 -2.18683 17.12144 0.141
C 5.38815 -2.07375 15.52153 -0.114
C 4.56104 -3.29421 15.80471 -0.185
O 4.58442 -3.66092 17.15978 -0.236
C 3.71939 -2.92555 17.99310 -0.089
H 5.28577 1.84251 16.15012 0.082
H 4.83803 1.88791 14.38652 0.094
H 6.38978 2.44961 14.94100 0.092
H 7.11024 0.45709 16.69036 0.121
H 8.06343 0.90704 15.28888 0.137
H 8.59088 -1.43868 16.20123 0.121
H 8.00097 -1.54387 14.51248 0.120
H 5.43479 -1.92410 14.44543 0.138
H 4.96045 -1.21331 16.02626 0.123
H 4.89785 -4.18696 15.27494 0.114
H 3.54826 -3.08025 15.44034 0.142
H 2.68177 -3.15187 17.71181 0.103
H 3.80060 -1.82833 17.92653 0.081
H 3.86195 -3.18369 19.03883 0.081
```

***

Which of them is the least stable? Correct choice: entry a.

***

Entry a
# C2H4N3

A 2-piece molecular cluster, C2H4N3 overall (the ωB97M-V functional and the def2-TZVPD basis, OMol25).

The highest occupied orbital energy (spin up / spin down) is -15.808 / -15.809 eV. As for the LUMO energy (spin up / spin down): -6.7 / -6.7 eV. Its total charge is +1.

The geometry in XYZ format:
```
9
Properties=species:S:1:pos:R:3:nbo_charge:R:1
C -0.53364 -1.42279 -1.02527 0.290
C 0.82487 1.02399 0.70238 -0.074
N -0.54439 -2.54448 -1.01552 -0.622
N -0.46923 0.40167 0.60673 0.180
N -0.45941 1.60942 0.22420 -0.190
H 1.11532 1.17787 1.72404 0.232
H 1.63868 0.94583 -0.02915 0.252
H -0.58379 -3.50537 -0.95738 0.455
H -0.98840 2.31386 -0.23002 0.476
```

***

Entry b
# C2H4N3

A 2-piece molecular cluster, C2H4N3 overall (the ωB97M-V functional and the def2-TZVPD basis, OMol25).

The highest occupied orbital energy is -15.746 eV. As for the LUMO energy: -4.5 eV. Its total charge is +1.

The geometry in XYZ format:
```
9
Properties=species:S:1:pos:R:3:nbo_charge:R:1
C 2.34459 -0.07387 -0.18505 0.209
C -2.00006 0.14921 -0.07396 0.773
N -2.94993 -0.45051 -0.32207 -0.473
N 3.51348 -0.18362 -0.15469 -0.683
N -0.88960 0.46762 0.30080 -0.783
H -3.87753 -0.81831 -0.20919 0.494
H 4.56772 -0.28161 -0.29013 0.491
H -0.09122 0.57878 -0.33990 0.492
H -0.61745 0.61232 1.27420 0.480
```

***

Which of them is the least stable? Correct choice: entry a.

***

Entry a
# C4H9N

A 2-piece molecular cluster, C4H9N overall (the ωB97M-V functional and the def2-TZVPD basis, OMol25).

The expectation value of S² is 0.75. The highest occupied orbital energy (spin up / spin down) is 1.502 / -6.648 eV. As for the LUMO energy (spin up / spin down): 3.4 / 3.6 eV. As for the multiplicity: 2. Its total charge is -1.

The geometry in XYZ format:
```
14
Properties=species:S:1:pos:R:3:nbo_charge:R:1
C -1.11464 5.29082 -2.40513 -0.424
N -2.22953 5.20885 -3.01836 -0.663
H -1.08667 6.13498 -1.63033 0.138
H -0.07699 4.77638 -2.67071 0.078
H -2.36302 4.39435 -3.67665 0.325
C -0.09328 -3.41622 1.88601 -0.709
C 1.13729 -2.54618 1.94120 -0.255
C 1.61092 -2.09064 0.82177 -0.660
H -0.71150 -3.49190 0.95333 0.215
H 0.42399 -4.45070 1.72207 0.200
H -0.85252 -3.42488 2.65171 0.206
H 1.67264 -2.58817 2.87660 0.191
H 2.49929 -1.58350 0.71873 0.177
H 1.18403 -2.21320 -0.17025 0.180
```

***

Entry b
# C4H9N

An isolated ion of composition C4H9N and charge -1 (the ωB97M-V functional and the def2-TZVPD basis, OMol25).

The expectation value of S² is 0.75. The highest occupied orbital energy (spin up / spin down) is 1.529 / -4.910 eV. As for the LUMO energy (spin up / spin down): 4.0 / 3.8 eV. As for the multiplicity: 2. Its total charge is -1.

The geometry in XYZ format:
```
14
Properties=species:S:1:pos:R:3:nbo_charge:R:1
C 0.42044 0.82891 -0.89880 -0.688
C 0.34704 -0.35997 0.07505 -0.549
C -0.53143 -0.16090 1.26878 -0.145
C -0.80193 -0.96496 2.28579 -0.465
N 0.17569 0.42717 -2.27642 -1.018
H 1.38544 1.30888 -0.78446 0.138
H -0.37318 1.52418 -0.62517 0.165
H 1.33429 -0.78565 0.32967 0.200
H -0.01305 -1.22388 -0.49410 0.219
H -1.00276 0.81848 1.26993 0.180
H -0.34243 -1.95145 2.30281 0.177
H -1.47173 -0.67650 3.09013 0.185
H -0.15272 1.18716 -2.86936 0.298
H 1.02632 0.02853 -2.67385 0.302
```

***

Which of them is the least stable? Correct choice: entry a.

***

Entry a
# CH2O3

A single CH2O3 molecule (the ωB97M-V functional and the def2-TZVPD basis, OMol25).

The highest occupied orbital energy is -11.406 eV. As for the LUMO energy: 0.5 eV. The SMILES is O=C(O)O.

The geometry in XYZ format:
```
6
Properties=species:S:1:pos:R:3:nbo_charge:R:1
C 0.19040 -0.06117 0.02862 0.957
H -1.05818 -1.48155 -0.10659 0.491
H 0.71039 1.50462 0.20147 0.479
O -1.05276 -0.54675 -0.00783 -0.668
O -0.07791 1.20799 -0.07240 -0.630
O 1.28806 -0.62314 -0.04328 -0.629
```

***

Entry b
# CH2O3

CH2O3 as an isolated structure (the ωB97M-V functional and the def2-TZVPD basis, OMol25).

The highest occupied orbital energy is -10.040 eV. As for the LUMO energy: 0.5 eV.

The geometry in XYZ format:
```
6
Properties=species:S:1:pos:R:3:nbo_charge:R:1
C 0.68221 0.73789 2.23485 0.500
O 0.84785 1.42608 1.33704 -0.495
O -0.43136 -0.80610 -1.36027 -0.532
O -0.01560 -0.39467 -0.06382 -0.480
H -1.21287 -0.61344 -0.16210 0.537
H 0.12977 -0.34976 -1.98570 0.470
```

***

Entry c
# CH2O3

A 2-piece molecular cluster, CH2O3 overall (the ωB97M-V functional and the def2-TZVPD basis, OMol25).

The highest occupied orbital energy is -10.856 eV. As for the LUMO energy: -2.0 eV.

The geometry in XYZ format:
```
6
Properties=species:S:1:pos:R:3:nbo_charge:R:1
C -0.56852 -0.22729 -0.07778 0.921
H 1.36915 -0.46216 0.40775 0.480
H 0.79053 1.25244 0.30312 0.388
O 0.64049 -0.80328 -0.28669 -0.692
O -0.61005 1.02799 -0.24493 -0.541
O -1.62160 -0.78770 -0.10148 -0.557
```

***

Which of them is the least stable? Correct choice: entry b.